Computed, not measured: a cluster of 4 separate species, C3H14O4 in total at a distorted geometry, with wB97M-V/def2-TZVPD.

XYZ file:
```
21
C3H14O4 (wB97M-V/def2-TZVPD)
C 1.516 -1.037 -0.972
C 0.610 -1.968 -0.192
C -0.018 -3.047 -1.108
O -0.328 -1.197 0.522
H 2.152 -0.440 -0.320
H 0.923 -0.377 -1.601
H 2.203 -1.576 -1.628
H 1.222 -2.559 0.499
H 0.766 -3.440 -1.748
H -0.854 -2.722 -1.715
H -0.331 -3.911 -0.518
H -1.022 -1.759 0.875
H -1.120 2.332 -1.505
H 0.154 1.982 -0.746
O -0.815 1.929 -0.677
H -4.186 3.910 -2.043
H -5.151 2.940 -2.645
O -4.843 3.855 -2.750
H 3.453 0.908 5.355
H 4.072 0.451 4.101
O 4.243 0.445 5.051
```

Summary:
energy above the lowest of the compared OMol25 structures with the same formula, charge and spin	1.041	eV
SMILES	CC(C)O.O.O.O
LUMO energy	0.48	eV
gap between HOMO and LUMO	10.67	eV
HOMO energy	-10.1900	eV